Model A:
Entry from OMol25: a 2-piece molecular cluster, C10H16 overall (ωB97M-V/def2-TZVPD).

Geometry (Å):
C1 -1.78392 -1.14369 3.11037
C2 -1.55642 -0.35053 -0.56837
C3 -1.70571 -1.03634 0.60693
C4 -1.71848 1.06778 -0.64300
C5 -1.99504 -0.38012 1.85765
C6 -2.05877 1.70660 0.58869
C7 -2.30534 1.00466 1.75588
H1 -1.27823 -0.85823 -1.49324
H2 -1.60857 -2.12268 0.54660
H3 -1.25911 1.71210 -1.38196
H4 -2.56902 2.67177 0.46987
H5 -0.85424 -1.75363 3.13705
H6 -2.55541 -1.89943 3.34919
H7 -2.60404 1.49611 2.68141
H8 -1.62250 -0.51832 3.99727
C8 2.63915 0.67856 -1.64535
C9 2.06827 -0.08339 -2.86170
C10 2.82078 -0.28159 -0.43361
H9 3.61305 1.12058 -1.85115
H10 1.95747 1.44060 -1.28770
H11 1.13659 -0.48308 -2.47221
H12 3.45946 0.16733 0.31557
H13 1.84048 -0.66739 -0.16278
H14 3.35386 -1.20467 -0.74213
H15 1.91354 0.63589 -3.66352
H16 2.67216 -0.91887 -3.20975

Properties
- LUMO level (spin up / spin down) (eV) = 3.69 / 3.66
- multiplicity = 2
- M (g mol⁻¹) = 136.2
- net charge = -1
- expectation value of S² = 0.764
- Kohn-Sham gap (spin up / spin down) (eV) = 2.990 / 6.792
- HOMO energy (spin up / spin down) (eV) = 0.7 / -3.1

These are the Mulliken partial charges, in e, on atoms 1 to 4: number 1, C, carries -1.361; number 2, C, carries -0.062; number 3, C, carries -0.671; number 4, C, carries -0.901

=====

Model B:
Entry from OMol25: a 2-piece molecular cluster, C10H16 overall (ωB97M-V/def2-TZVPD).

Geometry (Å):
C1 1.97100 0.85525 2.24689
C2 -1.07470 0.98522 -0.05558
C3 0.19909 1.21519 0.45105
C4 -1.99659 0.20287 0.63874
C5 0.58557 0.64427 1.69458
C6 -1.63472 -0.33024 1.91848
C7 -0.34819 -0.11737 2.40254
H1 -1.34582 1.42017 -1.00818
H2 0.90875 1.80807 -0.12105
H3 -2.97677 0.02876 0.20927
H4 -2.30605 -0.94714 2.50545
H5 1.98886 0.74099 3.33302
H6 2.26508 1.90123 2.05161
H7 -0.06137 -0.50870 3.37222
H8 2.72766 0.19916 1.79768
C8 0.83663 -1.15829 -2.19832
C9 1.21518 -0.02637 -3.14302
C10 -0.55606 -1.73095 -2.43940
H9 1.56067 -1.97813 -2.28705
H10 0.88990 -0.79027 -1.17280
H11 0.54083 0.81106 -2.95652
H12 -1.30909 -0.94103 -2.39030
H13 -0.64056 -2.14112 -3.45251
H14 1.16811 -0.30453 -4.19516
H15 2.21752 0.32593 -2.89860
H16 -0.78422 -2.46719 -1.67274

Properties
- LUMO level (spin up / spin down) (eV) = 3.81 / 3.75
- multiplicity = 2
- M (g mol⁻¹) = 136.2
- net charge = -1
- expectation value of S² = 0.760
- Kohn-Sham gap (spin up / spin down) (eV) = 2.761 / 7.191
- HOMO energy (spin up / spin down) (eV) = 1.0 / -3.4

These are the Mulliken partial charges, in e, on atoms 1 to 4: number 1, C, carries -1.301; number 2, C, carries -0.287; number 3, C, carries -0.975; number 4, C, carries -0.693

=====

Ranking the structures above by stability puts model B first and model A last.